Here is an isolated molecule of C7H14N2O5 at a distorted geometry from the OMol25 dataset. Energies are from wB97M-V/def2-TZVPD.

Results
Gap between HOMO and LUMO ... 9.89 eV
SMILES ... C[C@@H](O)[C@H](NC(=O)[C@@H](N)CO)C(=O)O
ΔE to the lowest compared entry with this formula, charge and spin ... 1.159 eV
M ... 206.2 g mol⁻¹
Strongest force on any atom ... 2.77 eV/A

CARTESIAN COORDINATES (ANGSTROEM)
H: -1.6516 1.2266 2.0109
O: 1.1526 2.9356 1.6020
C: 0.0973 -0.7896 -0.6438
C: 0.7404 -1.5721 -1.7891
H: -1.2834 -2.5442 -0.3415
H: 0.6928 -3.5643 0.2536
H: -0.0335 1.4341 2.0959
H: -1.3339 -0.1921 -2.1353
H: 1.3360 -2.2774 1.1194
H: 2.3589 -2.2069 -2.4774
H: -0.1468 -3.1958 1.8436
O: 2.0889 -1.7825 -1.6509
H: -1.2057 -0.3331 1.1421
H: 1.3804 1.8687 -0.1597
C: -0.6125 -1.8864 0.2268
N: -0.7855 1.1793 1.5026
C: 0.3783 -2.7738 0.9331
O: -1.4898 -1.2771 1.1310
O: 0.1713 -1.9456 -2.7858
H: 2.0225 3.4207 1.4305
H: -1.3352 2.8805 0.5286
O: -1.9408 2.0551 -1.7366
C: 0.7126 2.5934 0.2634
H: 0.6504 3.4896 -0.3597
C: -0.6799 2.0273 0.3166
H: 0.8692 -0.2617 -0.0899
C: -1.2783 1.3745 -0.9602
N: -0.8748 0.1174 -1.2703

Atomic forces in eV per Å
-0.27 0.46 -0.02
1.60 1.02 -1.42
-1.04 -1.14 -0.94
1.03 0.21 -1.04
0.47 0.28 -0.77
-0.24 -0.46 0.07
0.53 -0.03 0.99
0.51 -0.22 0.51
-0.29 0.21 0.73
0.06 -0.16 -0.01
1.01 0.46 -1.01
-0.98 0.36 0.40
-0.09 -0.17 0.74
0.66 -0.31 -0.36
-0.71 0.12 0.35
0.26 -0.58 -0.80
0.20 -0.64 0.38
0.02 0.13 0.00
-0.09 0.22 0.74
-1.76 -0.99 0.73
-0.01 0.09 -0.58
0.06 -0.71 0.82
-0.03 0.43 -0.14
0.32 -0.14 -0.08
-2.28 0.58 1.46
-0.18 -0.01 0.12
1.61 1.22 -0.34
-0.37 -0.24 -0.54



Here is the ion C7H14N3O with charge +1 at a distorted geometry from the OMol25 dataset. Energies are from wB97M-V/def2-TZVPD.

Results
Gap between HOMO and LUMO (spin up / spin down) ... 7.77 / 7.77 eV
SMILES ... CN(C)C(=O)/N=C\C=[N+](C)C
Charge ... +1
ΔE to the lowest compared entry with this formula, charge and spin ... 3.298 eV
M ... 156.2 g mol⁻¹
Strongest force on any atom ... 6.01 eV/A

CARTESIAN COORDINATES (ANGSTROEM)
C: -0.6988 1.0956 0.2082
H: -1.7833 -1.1742 -0.1614
H: 2.1632 -1.6204 2.9888
C: -2.1142 -0.4880 -0.8760
C: 1.0651 1.0249 2.1960
H: 2.6043 -1.2067 0.4970
C: 0.1030 2.2336 0.4517
H: 1.1740 -0.5060 -0.4114
H: -2.0266 -0.9521 -1.8479
H: 0.0824 3.2627 -0.0530
H: 2.4937 0.5033 0.2172
H: -0.7142 0.2964 1.0867
H: -3.1079 -0.2546 -0.4622
H: 0.1208 1.5341 -2.3052
C: 1.9498 -0.3911 0.4044
C: -0.9876 1.2877 -2.2143
N: 1.0922 2.0965 1.2883
O: 0.6662 1.3517 3.2683
H: -1.1540 0.5434 -3.0669
H: 0.5485 -1.0532 3.4732
H: -1.5980 2.0257 -2.4785
H: 0.6688 -2.3009 2.2192
C: 1.1447 -1.3481 2.6449
N: -1.1727 0.6495 -0.9016
N: 1.2903 -0.2264 1.6831

Atomic forces in eV per Å
-0.83 -3.16 1.30
0.99 -1.26 1.09
-0.63 -0.02 0.03
0.10 0.27 -0.14
-0.34 -1.01 -1.27
0.82 -1.15 -0.36
2.96 2.63 0.47
1.07 -0.35 0.61
-0.77 -0.10 -0.08
-0.41 -1.86 0.30
0.69 0.53 -0.44
-0.56 1.99 -1.77
0.17 0.52 -1.04
-1.55 0.18 0.14
-1.99 0.56 -0.27
4.44 -3.94 -0.94
-0.99 1.14 -1.60
-0.19 -0.34 1.63
0.23 0.52 1.54
-0.36 0.48 0.63
-2.54 3.50 -0.23
0.66 1.58 0.08
1.10 -1.46 -1.24
-1.45 0.79 -0.12
-0.63 -0.01 1.67



Here is a cluster of 2 separate species, C7H14N3O in total at a distorted geometry from the OMol25 dataset. Energies are from wB97M-V/def2-TZVPD.

Results
Gap between HOMO and LUMO ... 8.14 eV
Charge ... +1
ΔE to the lowest compared entry with this formula, charge and spin ... 4.019 eV
M ... 156.2 g mol⁻¹
Strongest force on any atom ... 5.07 eV/A

CARTESIAN COORDINATES (ANGSTROEM)
H: 0.2687 3.2113 -0.2493
C: 1.7726 -1.8385 -0.7365
N: 0.9861 1.1968 -0.5542
H: 1.3578 0.6224 -1.3043
C: -2.5999 -0.6310 0.7022
H: -2.8060 -0.8288 -1.4555
H: 1.6401 1.2273 0.2616
H: 1.5959 -0.9157 2.3820
C: 0.5935 2.4600 -1.0366
H: 2.6050 -1.0884 -0.9031
C: -2.1607 -0.5050 -0.6769
H: 1.3439 3.0622 -1.6380
H: -2.1642 0.8978 2.4539
H: -0.1473 2.3018 -1.7911
O: 1.9253 -0.6937 1.4661
N: -0.9961 -0.1552 -1.0318
H: 0.3812 -1.8152 1.0239
C: -0.1180 0.3837 -0.0589
N: -0.6271 0.8049 1.1643
H: -2.0757 -1.5202 0.9971
C: 1.2028 -1.3692 0.5716
H: 2.3937 -2.6228 -0.3856
C: -1.7704 0.4122 1.5651
H: 1.0419 -2.0108 -1.6012
H: -3.6431 -0.5860 0.8353

Atomic forces in eV per Å
0.09 -1.53 -0.70
0.52 2.20 0.70
0.40 -1.57 1.50
0.57 0.03 -0.21
2.57 1.91 1.69
-0.62 -0.31 -0.65
-0.15 0.04 -0.77
0.55 0.65 -1.31
0.05 4.92 -1.24
-0.94 -0.48 -0.73
0.53 0.18 -0.83
-0.03 -1.23 0.97
-0.11 -0.42 0.08
-0.99 -0.09 -0.05
1.03 -0.73 1.29
1.47 1.76 -0.54
-1.35 -1.42 0.36
-0.87 -4.56 1.48
0.35 1.02 0.07
-0.67 -1.27 0.60
-2.35 3.04 -1.73
0.38 -1.77 -0.49
-0.57 -0.14 -1.48
1.22 0.13 1.56
-1.09 -0.35 0.43



Here is a cluster of 2 separate species, C7H14N3O4 in total at a distorted geometry from the OMol25 dataset. Energies are from wB97M-V/def2-TZVPD.

Results
Gap between HOMO and LUMO ... 5.78 eV
Charge ... -1
ΔE to the lowest compared entry with this formula, charge and spin ... 0.721 eV
M ... 204.2 g mol⁻¹
Strongest force on any atom ... 3.09 eV/A

CARTESIAN COORDINATES (ANGSTROEM)
H: -1.4424 2.3024 1.4155
C: -1.4579 -3.1691 0.7363
H: -2.3210 -3.6420 0.3458
C: -2.2971 1.6804 -0.8423
H: -0.5019 -0.4367 1.0716
N: 0.0240 1.9747 -1.3814
O: 2.0394 -0.4651 0.2748
H: 0.9119 1.4630 1.9506
H: 0.5791 -2.2020 -1.6227
C: 0.6709 2.4280 1.4222
H: 1.3684 2.9045 0.7117
O: 1.4414 -2.0062 -1.2064
H: -1.6784 -2.8402 1.7588
H: 1.9053 2.7406 -1.2748
H: 1.7683 1.3169 -2.3348
O: -2.3809 1.4224 -2.0463
C: 1.1413 -1.2462 -0.1101
N: -1.1504 -1.9765 -0.1031
H: -0.6030 1.7351 -2.1662
H: -2.0526 -1.5756 -0.2406
H: 1.8614 1.0465 -0.7333
O: -3.1059 1.7031 0.0629
C: 1.4824 1.7894 -1.4424
H: 0.6871 3.0798 2.2517
N: -0.6309 2.3307 0.8655
C: -0.1146 -1.2083 0.4755
H: -0.6755 -3.8615 0.7200
C: -0.7993 2.0480 -0.3942

Atomic forces in eV per Å
-1.32 -0.24 0.69
-0.59 2.07 -0.15
-1.15 -0.69 -0.46
1.15 0.45 -0.37
0.47 1.18 1.15
0.49 -0.64 -0.60
1.42 -0.12 0.38
0.66 0.55 -1.47
0.14 -0.23 0.40
0.89 -0.72 1.35
-0.14 -1.10 0.42
-0.67 -0.52 -0.56
0.15 -0.24 0.20
1.04 0.99 -0.26
0.07 0.00 -1.71
-0.02 -0.05 -0.55
-0.65 2.17 1.14
-0.14 -3.09 0.06
0.47 -0.20 -0.35
-0.20 1.17 -0.24
-0.39 0.15 0.61
-0.98 0.06 1.25
-0.94 -0.30 1.15
-0.45 1.31 0.99
1.34 0.30 -1.30
-0.12 -0.88 -1.79
1.41 -0.93 0.11
-1.91 -0.44 -0.09



Please write out number 4 again, unchanged.
Here is a cluster of 2 separate species, C7H14N3O4 in total at a distorted geometry from the OMol25 dataset. Energies are from wB97M-V/def2-TZVPD.

Results
Gap between HOMO and LUMO ... 5.78 eV
Charge ... -1
ΔE to the lowest compared entry with this formula, charge and spin ... 0.721 eV
M ... 204.2 g mol⁻¹
Strongest force on any atom ... 3.09 eV/A

CARTESIAN COORDINATES (ANGSTROEM)
H: -1.4424 2.3024 1.4155
C: -1.4579 -3.1691 0.7363
H: -2.3210 -3.6420 0.3458
C: -2.2971 1.6804 -0.8423
H: -0.5019 -0.4367 1.0716
N: 0.0240 1.9747 -1.3814
O: 2.0394 -0.4651 0.2748
H: 0.9119 1.4630 1.9506
H: 0.5791 -2.2020 -1.6227
C: 0.6709 2.4280 1.4222
H: 1.3684 2.9045 0.7117
O: 1.4414 -2.0062 -1.2064
H: -1.6784 -2.8402 1.7588
H: 1.9053 2.7406 -1.2748
H: 1.7683 1.3169 -2.3348
O: -2.3809 1.4224 -2.0463
C: 1.1413 -1.2462 -0.1101
N: -1.1504 -1.9765 -0.1031
H: -0.6030 1.7351 -2.1662
H: -2.0526 -1.5756 -0.2406
H: 1.8614 1.0465 -0.7333
O: -3.1059 1.7031 0.0629
C: 1.4824 1.7894 -1.4424
H: 0.6871 3.0798 2.2517
N: -0.6309 2.3307 0.8655
C: -0.1146 -1.2083 0.4755
H: -0.6755 -3.8615 0.7200
C: -0.7993 2.0480 -0.3942

Atomic forces in eV per Å
-1.32 -0.24 0.69
-0.59 2.07 -0.15
-1.15 -0.69 -0.46
1.15 0.45 -0.37
0.47 1.18 1.15
0.49 -0.64 -0.60
1.42 -0.12 0.38
0.66 0.55 -1.47
0.14 -0.23 0.40
0.89 -0.72 1.35
-0.14 -1.10 0.42
-0.67 -0.52 -0.56
0.15 -0.24 0.20
1.04 0.99 -0.26
0.07 0.00 -1.71
-0.02 -0.05 -0.55
-0.65 2.17 1.14
-0.14 -3.09 0.06
0.47 -0.20 -0.35
-0.20 1.17 -0.24
-0.39 0.15 0.61
-0.98 0.06 1.25
-0.94 -0.30 1.15
-0.45 1.31 0.99
1.34 0.30 -1.30
-0.12 -0.88 -1.79
1.41 -0.93 0.11
-1.91 -0.44 -0.09



Copy entry 4 word for word.
Here is a cluster of 2 separate species, C7H14N3O4 in total at a distorted geometry from the OMol25 dataset. Energies are from wB97M-V/def2-TZVPD.

Results
Gap between HOMO and LUMO ... 5.78 eV
Charge ... -1
ΔE to the lowest compared entry with this formula, charge and spin ... 0.721 eV
M ... 204.2 g mol⁻¹
Strongest force on any atom ... 3.09 eV/A

CARTESIAN COORDINATES (ANGSTROEM)
H: -1.4424 2.3024 1.4155
C: -1.4579 -3.1691 0.7363
H: -2.3210 -3.6420 0.3458
C: -2.2971 1.6804 -0.8423
H: -0.5019 -0.4367 1.0716
N: 0.0240 1.9747 -1.3814
O: 2.0394 -0.4651 0.2748
H: 0.9119 1.4630 1.9506
H: 0.5791 -2.2020 -1.6227
C: 0.6709 2.4280 1.4222
H: 1.3684 2.9045 0.7117
O: 1.4414 -2.0062 -1.2064
H: -1.6784 -2.8402 1.7588
H: 1.9053 2.7406 -1.2748
H: 1.7683 1.3169 -2.3348
O: -2.3809 1.4224 -2.0463
C: 1.1413 -1.2462 -0.1101
N: -1.1504 -1.9765 -0.1031
H: -0.6030 1.7351 -2.1662
H: -2.0526 -1.5756 -0.2406
H: 1.8614 1.0465 -0.7333
O: -3.1059 1.7031 0.0629
C: 1.4824 1.7894 -1.4424
H: 0.6871 3.0798 2.2517
N: -0.6309 2.3307 0.8655
C: -0.1146 -1.2083 0.4755
H: -0.6755 -3.8615 0.7200
C: -0.7993 2.0480 -0.3942

Atomic forces in eV per Å
-1.32 -0.24 0.69
-0.59 2.07 -0.15
-1.15 -0.69 -0.46
1.15 0.45 -0.37
0.47 1.18 1.15
0.49 -0.64 -0.60
1.42 -0.12 0.38
0.66 0.55 -1.47
0.14 -0.23 0.40
0.89 -0.72 1.35
-0.14 -1.10 0.42
-0.67 -0.52 -0.56
0.15 -0.24 0.20
1.04 0.99 -0.26
0.07 0.00 -1.71
-0.02 -0.05 -0.55
-0.65 2.17 1.14
-0.14 -3.09 0.06
0.47 -0.20 -0.35
-0.20 1.17 -0.24
-0.39 0.15 0.61
-0.98 0.06 1.25
-0.94 -0.30 1.15
-0.45 1.31 0.99
1.34 0.30 -1.30
-0.12 -0.88 -1.79
1.41 -0.93 0.11
-1.91 -0.44 -0.09



Which of these has the highest ΔE to the lowest compared entry with this formula, charge and spin?
number 3